Record 1
175
Properties=species:S:1:pos:R:3 method="wB97M-V/def2-TZVPD" smiles="C#CCCC[C@](CCCC)(NCC)OC[C@@](NCC(=O)I)(OC[C@@H](C)O)P(=N)(O)O.FC(F)C(F)(F)COC(F)(F)C(F)F.FC(F)C(F)(F)COC(F)(F)C(F)F.FC(F)C(F)(F)COC(F)(F)C(F)F.FC(F)C(F)(F)COC(F)(F)C(F)F.FC(F)C(F)(F)COC(F)(F)C(F)F.FC(F)C(F)(F)COC(F)(F)C(F)F" e_homo_ev=-8.911 spin_multiplicity=1 total_energy_ha=-8403.1825 e_lumo_ha=0.0034
C 1.89357 -5.58608 5.20505
C 2.15418 -4.90246 4.09680
C 2.34282 -3.99532 2.74898
C 1.13622 -2.91935 2.75555
C 1.04871 -1.98494 1.44269
C 0.02432 -0.72528 1.73250
C -0.20082 -0.03129 0.29424
C -0.70631 1.51924 0.34673
C 0.31184 2.54936 -0.41303
C 0.47940 3.89156 0.51894
N 0.52490 0.25952 2.72013
C 1.99489 0.37073 2.86542
C 2.77539 1.01746 1.58768
O -1.13932 -1.36302 2.32510
C -2.40008 -0.97045 1.75116
C -3.56942 -1.68801 2.65582
N -4.81704 -1.59707 1.85255
C -6.00414 -2.18309 2.54109
C -7.17253 -1.05281 2.53481
O -7.24455 -0.26519 1.52379
I -8.65122 -0.76139 4.10665
O -3.19680 -3.02820 3.07625
C -3.22345 -3.98608 1.98294
C -2.25937 -5.27919 2.22346
C -3.06931 -6.54238 2.88640
O -1.87194 -5.76120 0.88029
P -3.73098 -0.66460 4.28565
N -4.70767 0.59197 4.14916
O -2.21442 -0.06555 4.82219
O -4.29172 -1.76191 5.50888
H 1.33856 -5.86707 6.18282
H 3.39382 -3.52039 2.70708
H 2.14295 -4.72273 1.87222
H 0.15517 -3.52578 2.92016
H 1.24536 -2.27423 3.72105
H 0.51563 -2.61798 0.62175
H 2.05178 -1.65890 0.99981
H 0.85722 0.02588 -0.19792
H -0.81571 -0.67785 -0.45854
H -1.67888 1.53863 -0.30182
H -1.02448 1.87338 1.39007
H -0.18567 2.94102 -1.39307
H 1.32512 2.07965 -0.67756
H 1.46270 4.45702 0.24489
H 0.54508 3.62307 1.65246
H -0.40770 4.61115 0.40238
H 0.04600 0.22243 3.63160
H 2.16981 1.15614 3.71602
H 2.52928 -0.58523 3.27510
H 2.40427 2.08665 1.35806
H 3.87773 1.15275 1.95267
H 2.83431 0.32708 0.67526
H -2.53197 -1.44076 0.68956
H -2.63926 0.15435 1.76646
H -4.70203 -1.93190 0.88485
H -6.41417 -3.08080 1.91524
H -5.80235 -2.59704 3.59223
H -3.05949 -3.51957 0.93473
H -4.30938 -4.42041 1.95768
H -1.35698 -5.06003 2.89990
H -2.25066 -7.19634 3.39794
H -3.64128 -7.10991 2.06633
H -3.79092 -6.09898 3.68672
H -1.44724 -4.98472 0.42098
H -5.05485 0.63952 3.17536
H -2.11754 0.86710 4.47441
H -3.52406 -1.86538 6.14228
F 1.95632 -3.36388 9.38683
C 2.55340 -2.69238 8.38277
F 3.81480 -2.42126 8.80909
C 1.82012 -1.40642 8.01860
F 1.82336 -0.52434 9.04881
F 2.51692 -0.80058 7.00982
C 0.37590 -1.59543 7.52058
O -0.66559 -1.39804 8.48623
C -0.99313 -2.50477 9.30532
F -0.38112 -3.61095 8.83308
F -2.32151 -2.71424 9.13329
C -0.70316 -2.24916 10.78891
F 0.60028 -1.95987 11.00114
F -0.98338 -3.34761 11.53397
H 2.63393 -3.35755 7.51863
H 0.20342 -0.80735 6.78037
H 0.24338 -2.52723 6.96232
H -1.29931 -1.41364 11.16468
F 4.44625 7.23546 0.22332
C 4.95459 6.24107 0.97783
F 4.69379 5.08744 0.30782
C 4.34520 6.19293 2.37834
F 3.01780 5.92327 2.32618
F 4.91297 5.14232 3.04379
C 4.56995 7.44772 3.24504
O 3.49938 8.39973 3.29203
C 3.44686 9.35510 2.24824
F 4.58574 9.29633 1.52639
F 3.45384 10.56697 2.85325
C 2.18585 9.22078 1.38649
F 2.09530 7.99517 0.81947
F 2.19499 10.11837 0.37114
H 6.04029 6.35880 1.02330
H 4.65130 7.09219 4.27717
H 5.53258 7.92739 3.04408
H 1.28547 9.38277 1.98459
F -1.93050 -0.77060 -3.76970
C -1.33311 -0.09690 -4.77076
F -0.06956 0.16894 -4.34633
C -2.06234 1.19819 -5.11933
F -2.04602 2.06519 -4.07693
F -1.36677 1.81089 -6.12362
C -3.51293 1.03332 -5.61399
O -4.54952 1.22722 -4.64212
C -4.88881 0.10962 -3.84122
F -4.29212 -0.99896 -4.33824
F -6.21882 -0.07891 -4.01322
C -4.58982 0.33383 -2.35381
F -3.28133 0.60152 -2.14136
F -4.88205 -0.77547 -1.62785
H -1.25825 -0.75627 -5.63960
H -3.67805 1.83521 -6.34055
H -3.65835 0.11186 -6.18589
H -5.17323 1.17000 -1.96010
F -3.20583 -3.51428 -6.59103
C -3.51549 -3.54380 -5.27884
F -2.36287 -3.27265 -4.61193
C -4.08074 -4.89366 -4.83982
F -3.16293 -5.88109 -4.98658
F -4.33792 -4.82059 -3.49886
C -5.39304 -5.32180 -5.52572
O -5.27733 -6.22776 -6.63052
C -5.01430 -5.65580 -7.89839
F -5.15190 -4.31502 -7.82471
F -6.00726 -6.08584 -8.71344
C -3.65917 -6.08625 -8.47174
F -2.63836 -5.74456 -7.65320
F -3.42175 -5.48042 -9.66202
H -4.21733 -2.73403 -5.06862
H -5.95495 -5.88952 -4.77721
H -6.03735 -4.47012 -5.76366
H -3.62431 -7.16854 -8.62017
F 5.52986 -2.57081 -2.49101
C 4.60031 -1.89675 -1.78814
F 4.74721 -2.28602 -0.49383
C 3.17850 -2.18067 -2.27047
F 2.85083 -3.48396 -2.08941
F 2.31878 -1.46657 -1.48260
C 2.87547 -1.78387 -3.72738
O 2.94261 -2.82947 -4.70563
C 4.22025 -3.11926 -5.24206
F 5.09516 -2.16464 -4.86179
F 4.09644 -2.99438 -6.58544
C 4.69702 -4.53600 -4.90162
F 4.76389 -4.73370 -3.56553
F 5.94278 -4.75878 -5.38983
H 4.82953 -0.82911 -1.84077
H 1.82584 -1.47306 -3.74274
H 3.42856 -0.89424 -4.04321
H 4.02111 -5.28623 -5.31989
F 2.70448 8.42756 -5.41208
C 2.65291 7.51974 -6.40516
F 1.36787 7.51314 -6.84634
C 3.06470 6.12169 -5.94544
F 2.20746 5.64019 -5.01207
F 2.95582 5.28188 -7.01931
C 4.50736 5.99057 -5.41836
O 4.68018 6.02751 -3.99606
C 4.77250 7.30788 -3.39832
F 4.90175 8.24485 -4.36139
F 5.94293 7.31549 -2.71420
C 3.61491 7.59610 -2.43579
F 2.41604 7.52488 -3.05930
F 3.71035 8.84732 -1.92193
H 3.28354 7.86670 -7.22794
H 4.84204 4.98659 -5.69838
H 5.20199 6.66332 -5.93020
H 3.60727 6.88287 -1.61051

***

Record 2
119
Properties=species:S:1:pos:R:3 method="wB97M-V/def2-TZVPD" de_lowest_kj_mol=0.0 e_homo_ev=-5.448 spin_multiplicity=1 total_energy_ha=-4117.1712 e_lumo_ha=0.0078
Hf -0.68634 0.40886 0.10912
C -4.58334 -0.89140 0.96036
C -3.63794 -1.96841 1.48377
C -4.40090 -3.27902 1.71010
P -1.98677 -2.04655 0.65449
C -1.03211 -3.19119 1.77950
C -1.52043 -3.12593 3.22901
C -0.97064 -4.64221 1.30119
C -2.01814 -2.93504 -0.95343
C -3.07810 -3.74871 -1.35112
C -3.08558 -4.34091 -2.60702
C -2.02195 -4.13623 -3.47363
C -0.95204 -3.34490 -3.07628
C -0.92015 -2.72984 -1.82206
Si 0.47451 -1.55731 -1.25671
C 1.71240 -2.62901 -0.29674
C 1.93819 -3.97051 -0.62780
C 2.90679 -4.72659 0.01392
C 3.69279 -4.14030 0.99786
C 3.48300 -2.81428 1.34505
C 2.48349 -2.05521 0.72881
P 2.16465 -0.30621 1.21744
C 2.29197 -0.24448 3.07337
C 3.67059 -0.30483 3.73498
C 1.36462 -1.27356 3.70303
C 3.74644 0.49905 0.69955
C 3.92551 0.43875 -0.81574
C 3.83816 1.93047 1.22456
C 1.47085 -1.01629 -2.79225
C 2.32118 -1.91651 -3.44813
C 3.03963 -1.55815 -4.57909
C 2.91171 -0.27404 -5.09327
C 2.08614 0.63952 -4.45652
C 1.38391 0.29370 -3.29639
P 0.24497 1.48261 -2.48339
C 0.96498 3.18905 -2.42259
C 1.82048 3.70744 -3.58190
C 1.73534 3.41598 -1.12359
C -1.13454 1.58454 -3.71534
C -0.99549 2.58008 -4.86292
C -1.43075 0.19181 -4.27083
H -5.43273 -0.81382 1.64666
H -4.97794 -1.14154 -0.02554
H -4.09579 0.08254 0.91168
H -3.29517 -1.61136 2.45869
H -5.03223 -3.17099 2.59510
H -3.76326 -4.14875 1.86243
H -5.07130 -3.49020 0.87508
H -0.01620 -2.79817 1.74397
H -2.46660 -3.66087 3.35616
H -1.66073 -2.10747 3.59210
H -0.78096 -3.60768 3.87399
H -1.95855 -5.10806 1.26141
H -0.35535 -5.22248 1.99610
H -0.52406 -4.72671 0.30987
H -3.91809 -3.91567 -0.69079
H -3.92550 -4.95635 -2.90691
H -2.02742 -4.58792 -4.45878
H -0.13188 -3.17955 -3.76877
H 1.33377 -4.43410 -1.40415
H 3.05675 -5.76516 -0.25758
H 4.46513 -4.71400 1.49710
H 4.11219 -2.37162 2.10405
H 1.86332 0.73658 3.28741
H 4.06975 -1.31920 3.75618
H 3.56185 0.00424 4.77784
H 4.41730 0.34795 3.27774
H 1.69958 -2.29394 3.49217
H 0.35186 -1.14155 3.33142
H 1.34231 -1.14179 4.78885
H 4.53799 -0.10028 1.15960
H 3.07546 0.88205 -1.33796
H 4.02782 -0.58713 -1.17359
H 4.82248 0.99456 -1.10857
H 3.04875 2.56178 0.80979
H 4.80208 2.36413 0.94161
H 3.75334 1.98796 2.31335
H 2.43466 -2.92330 -3.05757
H 3.69448 -2.27766 -5.06115
H 3.45334 0.01712 -5.98717
H 1.98489 1.63015 -4.87984
H 0.04201 3.77988 -2.36478
H 2.77810 3.18421 -3.61333
H 2.03965 4.76330 -3.39953
H 1.35169 3.63252 -4.56132
H 2.73767 2.98215 -1.19497
H 1.22803 2.99247 -0.26003
H 1.84918 4.48755 -0.93773
H -1.98522 1.90389 -3.11640
H -0.20171 2.29010 -5.55986
H -0.81493 3.60079 -4.52477
H -1.93384 2.58720 -5.42559
H -0.66110 -0.10961 -4.98764
H -2.39785 0.20048 -4.77802
H -1.47289 -0.57482 -3.49490
S -3.70294 3.60046 -1.08644
C -4.30632 2.16005 -1.87170
C -5.36151 2.07564 -2.76420
C -5.66500 0.84639 -3.34166
C -4.89779 -0.26800 -3.02735
C -3.83637 -0.17538 -2.13581
C -3.53578 1.04052 -1.53364
N -2.49100 1.28573 -0.63923
C -2.46471 2.64337 -0.24598
C -1.57947 3.16600 0.63991
C -1.47500 4.60958 0.81832
C -0.44524 5.16726 1.47182
C 0.58355 4.33921 2.08934
C 0.47205 3.00435 2.06714
C -0.59813 2.28422 1.37203
H -5.94182 2.95823 -3.01120
H -6.49203 0.76547 -4.03820
H -5.12010 -1.22543 -3.48484
H -3.24412 -1.05269 -1.91764
H -2.25316 5.24431 0.40457
H -0.39159 6.24432 1.57616
H 1.40614 4.81249 2.61382
H 1.18864 2.40166 2.61261
S -1.32847 0.94342 2.39225